[1]
# C20H29BrClN2OS

The ion C20H29BrClN2OS with charge +1 (ωB97M-V with the def2-TZVPD basis set, the Open Molecules 2025 dataset).

```
55
Properties=species:S:1:pos:R:3
C 2.41393 -2.24632 2.92319
C 3.26675 -2.91867 1.80678
C 2.99725 -2.15565 0.48631
O 1.58517 -1.89938 0.40637
C 1.34188 -1.19154 -0.79767
C -0.08296 -0.65312 -0.77437
C -0.44148 0.33441 0.09358
C 0.46322 0.97425 1.13315
C 1.77440 1.62438 0.60678
C 1.56593 2.68591 -0.51135
C 1.71199 2.10478 -1.94295
C 2.76005 3.70229 -0.35414
C -1.81335 0.81614 0.06695
N -2.18736 1.84135 0.95069
C -2.43896 1.27763 2.31563
C -3.94352 1.25912 2.72785
C -2.76264 0.29949 -0.80056
S -4.46406 0.88491 -0.80239
C -2.41451 -0.73739 -1.70543
C -3.38188 -1.31469 -2.58381
C -2.97680 -2.32205 -3.37842
Br -4.21627 -3.18348 -4.54242
N -1.67143 -2.74718 -3.35904
Cl -1.20128 -4.02944 -4.37994
C -0.74982 -2.22737 -2.55264
C -1.05948 -1.19867 -1.67809
H 1.38539 -2.62602 2.89826
H 2.85402 -2.43541 3.91082
H 2.36833 -1.16233 2.74270
H 4.33958 -2.87252 2.02440
H 2.91725 -3.95165 1.67755
H 3.39281 -2.66727 -0.40622
H 3.48919 -1.16783 0.57986
H 1.52060 -1.89952 -1.62718
H 2.02903 -0.35293 -0.96911
H 0.75886 0.18691 1.85036
H -0.04442 1.73603 1.73100
H 2.19407 2.18119 1.46180
H 2.55426 0.89750 0.34347
H 0.65190 3.28113 -0.37542
H 1.68328 2.96118 -2.63431
H 0.94206 1.37030 -2.20688
H 2.73460 1.70100 -2.03358
H 3.58762 3.12374 0.09454
H 3.13940 4.05069 -1.32237
H 2.53441 4.51560 0.34500
H -2.97902 2.36644 0.60176
H -1.79464 1.76347 3.06365
H -2.09799 0.23029 2.28597
H -4.30903 0.22625 2.64904
H -4.50389 1.85264 1.99760
H -4.05364 1.61572 3.75588
H -5.18963 -0.24379 -0.58179
H -4.41436 -0.98348 -2.59170
H 0.23514 -2.67701 -2.61915
```

Computed properties:
calculated total energy: -119630.0946 eV
HOMO: -11.9 eV
frontier orbital gap: 7.62 eV
charge: +1
SMILES: CCCOCc1c(CCC(C)C)c(NCC)c(S)c2cc(Br)[n+](Cl)cc12



[2]
# C20H29BrF8O7P2

A cluster of 2 separate species, C20H29BrF8O7P2 in total (ωB97M-V with the def2-TZVPD basis set, the Open Molecules 2025 dataset).

```
67
Properties=species:S:1:pos:R:3
C 4.19334 0.70781 -2.40464
C 3.09999 0.64000 -1.89343
C 1.78902 0.65335 -1.23448
C 2.16507 1.02403 0.21886
O 2.00493 2.00282 0.85955
O 2.81817 -0.13970 0.62743
C 2.24660 -1.29517 -0.01065
C 3.36588 -2.12686 -0.66402
C 4.65349 -2.16001 0.17487
C 5.43807 -3.46946 0.03845
C 4.65391 -4.74806 0.38437
O 4.45744 -5.55537 -0.79157
P 1.75948 -2.42493 1.45806
P 1.38721 -1.20661 3.22022
O 1.06241 0.19736 2.99942
O 2.62691 -1.41740 4.19605
O 0.15542 -1.93607 3.98005
C 1.13565 -0.72408 -0.93493
C 0.86075 -1.32807 -2.32713
C 0.84338 -2.87781 -2.44059
C -0.18712 -0.52476 -0.16388
Br -1.16954 1.09886 -0.72553
C -1.21222 -1.67657 -0.30642
C -2.09111 -1.68119 0.96414
H 5.00919 0.86693 -3.04870
H 1.22379 1.36525 -1.81991
H 2.96706 -3.13259 -0.78648
H 3.61788 -1.74740 -1.65117
H 5.29330 -1.38254 -0.23649
H 4.48570 -1.91772 1.21878
H 6.28948 -3.41201 0.71660
H 5.86788 -3.57587 -0.95445
H 5.13930 -5.36899 1.12402
H 3.65876 -4.45930 0.71659
H 3.99361 -5.00619 -1.42664
H 0.48585 -2.99317 1.22359
H 3.01466 -0.54567 4.35401
H -0.00564 -2.79749 3.57633
H -0.13036 -0.98689 -2.61195
H 1.52449 -0.94533 -3.09545
H 1.59795 -3.26505 -3.11463
H -0.13840 -3.20832 -2.76217
H 0.99750 -3.34745 -1.47192
H -0.03673 -0.36925 0.89903
H -1.87317 -1.44570 -1.13495
H -0.74655 -2.65237 -0.37835
H -2.90026 -2.39785 0.88423
H -2.49915 -0.68659 1.11399
H -1.44532 -1.86671 1.82046
C -4.77829 5.90410 0.75885
C -6.26171 5.51496 0.93201
C -6.58624 4.19565 1.64076
F -6.09023 3.12469 0.99799
F -7.93114 4.04226 1.69480
F -6.88036 5.57114 -0.26669
F -6.81714 6.49193 1.70378
O -4.13661 5.66169 -0.49281
C -3.54504 4.44809 -0.79405
C -4.22911 3.74373 -1.97014
F -5.53678 3.53608 -1.73761
F -3.64613 2.53790 -2.16430
F -3.45230 3.66135 0.29158
F -2.28113 4.71920 -1.18134
H -4.77250 6.99086 0.83027
H -4.16959 5.55745 1.59363
H -6.20143 4.20505 2.66442
H -4.13222 4.34004 -2.87973
```

Computed properties:
calculated total energy: -145901.9728 eV
HOMO: -9.3 eV
frontier orbital gap: 9.64 eV
ΔE to the lowest compared entry with this formula, charge and spin: 0.0 kcal per mole
charge: 0
SMILES: C#C[C@@H]1C(=O)O[C@@](CCCCO)(PP(=O)(O)O)[C@@]1(CC)[C@@H](Br)CC.FC(F)C(F)(F)COC(F)(F)C(F)F



[3]
# C20H29ClF3N3O7S

A cluster of 2 separate species, C20H29ClF3N3O7S in total (ωB97M-V with the def2-TZVPD basis set, the Open Molecules 2025 dataset).

```
64
Properties=species:S:1:pos:R:3
C 3.70024 -1.87690 2.75534
C 2.29214 -2.32684 2.33672
N 1.40906 -1.21006 1.91382
C 1.19504 -1.08637 0.55657
C 0.79596 -2.03780 -0.35059
Cl 0.41917 -3.67507 -0.10753
N 0.71956 -1.45834 -1.60260
C 0.32479 -2.13285 -2.84378
O -0.67068 -1.44253 -3.52062
C -1.95249 -1.65156 -3.00763
O -2.12168 -0.96209 -1.80440
C -3.51980 -0.94882 -1.48462
C -3.78349 -0.48656 -0.08008
O -3.89372 0.93613 0.01808
C 1.07263 -0.17150 -1.50218
C 1.15667 0.76633 -2.64518
C 2.60658 0.95098 -3.12760
O 3.35950 1.85535 -2.32638
N 1.33211 0.07603 -0.20316
C 1.70875 1.37006 0.36908
C 0.75240 2.50317 0.08879
C -0.56422 2.27578 -0.38112
C -1.44542 3.32454 -0.66004
C -1.04487 4.65534 -0.43899
C 0.25431 4.89440 0.06601
C 1.16200 3.84490 0.32113
C 2.53380 4.20846 0.85226
H 4.44992 -2.19277 2.03614
H 3.78480 -0.80818 2.93389
H 3.95833 -2.39358 3.67407
H 2.37604 -3.10016 1.58817
H 1.81733 -2.79216 3.19381
H 1.82285 -0.37236 2.29521
H 1.20064 -2.16313 -3.48594
H 0.03352 -3.15863 -2.64462
H -2.65294 -1.27055 -3.75135
H -2.16637 -2.71852 -2.86623
H -3.88575 -1.97663 -1.54839
H -4.06537 -0.29878 -2.16894
H -3.06690 -0.88585 0.63191
H -4.75526 -0.88174 0.19438
H -3.05824 1.24037 0.38037
H 0.76356 1.74488 -2.39609
H 0.59705 0.39710 -3.49416
H 2.61164 1.35235 -4.13623
H 3.10692 -0.01740 -3.16584
H 3.87030 1.31605 -1.71953
H 2.72193 1.63627 0.11430
H 1.69436 1.23423 1.44666
H -0.90644 1.26554 -0.57032
H -2.43564 3.15003 -1.05165
H -1.72917 5.46565 -0.62990
H 0.54222 5.91910 0.25925
H 3.06178 4.83359 0.13894
H 3.12545 3.34154 1.10184
H 2.41216 4.79529 1.75908
C -2.11706 -2.51343 3.48690
F -1.61946 -2.70740 2.24047
F -1.21757 -3.03806 4.33537
F -2.10879 -1.18121 3.68920
S -3.78862 -3.26339 3.71080
O -3.52215 -4.65607 3.43417
O -4.56898 -2.56679 2.71131
O -4.08445 -2.92941 5.08163
```

Computed properties:
calculated total energy: -71521.1256 eV
HOMO: -7.7 eV
frontier orbital gap: 6.90 eV
charge: 0



[4]
# C20H29ErN2O4P

A structure of composition C20H29ErN2O4P (ωB97M-V with the def2-TZVPD basis set, the Open Molecules 2025 dataset).

```
57
Properties=species:S:1:pos:R:3
Er -1.64753 -0.09957 -0.90525
C -1.96247 4.25988 -0.00989
C -2.53271 3.01574 0.54868
N -2.41569 1.80760 0.06770
C -3.13064 0.90306 0.97731
C -3.69848 1.71353 1.98325
N -3.27824 2.99823 1.68456
C -4.49948 1.55972 3.18224
O -5.07180 0.36530 3.41314
O -4.68128 2.49424 3.96015
C -3.36790 -0.68934 0.96836
O -4.42018 -0.99834 1.63678
O -2.63667 -1.61512 0.44119
H -1.31701 4.03922 -0.86565
H -1.36268 4.78329 0.74149
H -2.75936 4.92979 -0.34726
H -3.50905 3.79712 2.25823
H -4.89120 -0.30266 2.68705
C 3.01069 1.15157 -2.21348
C 2.69736 0.56462 -0.82512
C 2.61956 1.76469 0.15593
C 3.87516 -0.31160 -0.37715
P 1.03357 -0.26730 -0.81076
C 0.87461 -1.05138 0.80864
C 1.57855 -2.18843 1.21868
C 1.39272 -2.73393 2.49368
C 0.49643 -2.14838 3.38228
C -0.21403 -1.01708 2.99607
C -0.02606 -0.47587 1.72110
C 0.84610 -1.55587 -2.13147
C 2.07777 -2.41636 -2.42160
C -0.32667 -2.50088 -1.77054
C 0.43474 -0.84794 -3.44632
H 3.90730 1.78270 -2.17999
H 2.19146 1.77590 -2.58944
H 3.21034 0.37266 -2.95437
H 3.55770 2.33306 0.15684
H 2.44203 1.44114 1.18838
H 1.81779 2.46226 -0.11606
H 4.82026 0.24003 -0.45815
H 3.98854 -1.21562 -0.97749
H 3.78803 -0.61566 0.67076
H 2.29392 -2.67014 0.56188
H 1.95263 -3.61705 2.79033
H 0.35293 -2.57176 4.37256
H -0.91598 -0.55228 3.68321
H -0.59669 0.40964 1.44580
H 2.42866 -2.96175 -1.54331
H 2.91205 -1.82779 -2.81183
H 1.85273 -3.17033 -3.18658
H -0.09994 -3.12766 -0.90159
H -0.54922 -3.18498 -2.59875
H -1.24804 -1.94711 -1.55258
H 1.21798 -0.18903 -3.83096
H -0.47084 -0.24227 -3.31701
H 0.22351 -1.57936 -4.23615
H -2.26527 -0.27216 -2.81752
```

Computed properties:
spin multiplicity: 4
calculated total energy: -69285.3042 eV
HOMO (spin up / spin down): -12.2 / -12.2 eV
⟨S²⟩: 3.753
frontier orbital gap (spin up / spin down): 8.62 / 8.64 eV
charge: +1